{
  "formula": "C5H10O2",
  "method": "ωB97M-V/def2-TZVPD",
  "max_force_ev_per_a": 0.51,
  "relative_energy_ev": 2.976,
  "species": ["O", "O", "C", "C", "C", "C", "C", "H", "H", "H", "H", "H", "H", "H", "H", "H", "H"],
  "xyz": [[1.5145, -1.2690, -0.2891], [-1.0127, 0.9015, 0.8939], [-2.0468, 0.4153, 0.0153], [-1.0284, 0.0765, -1.0835], [1.2203, -0.4894, 1.9569], [0.9738, -0.4917, 0.4706], [0.0048, 0.5563, -0.0581], [0.3167, -0.8277, 2.4742], [1.7029, 0.1409, -3.0041], [-0.9349, -0.9754, -1.3605], [-2.5758, -0.4408, 0.4511], [-2.7696, 1.2023, -0.2250], [2.0565, -1.1509, 2.1895], [-1.0962, 0.6877, -1.9852], [0.5930, 1.4368, -0.3586], [1.6611, -0.2985, -2.4026], [1.4208, 0.5261, 2.3151]]
}

=====

{
  "formula": "C5H10O2",
  "method": "ωB97M-V/def2-TZVPD",
  "max_force_ev_per_a": 1.87,
  "relative_energy_ev": 3.244,
  "species": ["O", "O", "C", "C", "C", "C", "C", "H", "H", "H", "H", "H", "H", "H", "H", "H", "H"],
  "xyz": [[1.0632, 0.0301, 0.6485], [-1.0373, 1.4527, 1.2975], [-1.6523, 0.8728, 0.1896], [2.4454, -0.2446, 0.7342], [0.5294, -0.3098, -0.6284], [-0.9123, 0.1342, -0.8597], [-2.0619, -0.6361, -0.2702], [-2.4499, 1.5447, -0.1079], [-3.0142, -0.6264, -0.8035], [-1.1409, 0.3326, -1.8893], [2.6451, -1.3170, 0.5958], [-1.8720, -1.5827, 0.2237], [-0.0922, 1.2227, 1.3091], [1.1672, 0.1535, -1.3942], [0.5821, -1.4001, -0.7473], [2.7907, 0.0553, 1.7272], [3.0099, 0.3181, -0.0249]]
}

=====

{
  "formula": "C5H10O2",
  "method": "ωB97M-V/def2-TZVPD",
  "max_force_ev_per_a": 2.33,
  "relative_energy_ev": 3.248,
  "species": ["O", "O", "C", "C", "C", "C", "C", "H", "H", "H", "H", "H", "H", "H", "H", "H", "H"],
  "xyz": [[-0.3992, -1.7441, -0.7520], [0.0296, 1.3964, -0.3710], [2.1025, -0.0327, -0.5014], [-1.4561, 0.0737, 0.7485], [0.9101, -0.0514, 0.4184], [-0.2434, -1.0053, 0.4302], [-1.3282, 1.0877, -0.3340], [2.9991, -0.5494, -0.1333], [-2.4777, -0.3220, 0.8280], [-2.0299, 1.8110, 0.1369], [2.3426, 1.0297, -0.5972], [1.1787, 0.1946, 1.4564], [-0.3330, -1.6945, 1.2726], [-1.7864, 0.7721, -1.2970], [-1.1908, 0.6085, 1.6832], [-0.1875, -1.1580, -1.4920], [1.8697, -0.4164, -1.4963]]
}

=====

{
  "formula": "C5H10O2",
  "method": "ωB97M-V/def2-TZVPD",
  "max_force_ev_per_a": 1.27,
  "relative_energy_ev": 2.070,
  "species": ["O", "O", "C", "C", "C", "C", "C", "H", "H", "H", "H", "H", "H", "H", "H", "H", "H"],
  "xyz": [[0.3338, -1.1658, -0.1137], [2.7090, -1.0834, 0.7940], [1.3402, 0.9304, 0.0737], [-1.3385, 0.4635, -0.4665], [-0.0066, 0.1318, 0.2963], [-2.3382, -0.7134, -0.3366], [2.6892, 0.0820, 0.4429], [-3.2748, -0.5218, -0.8826], [1.4247, 1.8445, 0.6790], [1.3530, 1.2405, -0.9851], [-0.2964, 0.1768, 1.3661], [-1.8376, 1.3715, -0.0943], [1.1824, -1.3613, 0.3326], [-1.8982, -1.6290, -0.7390], [-2.6093, -0.9081, 0.7101], [3.7200, 0.5168, 0.4584], [-1.1528, 0.6251, -1.5351]]
}

=====

{
  "formula": "C5H10O2",
  "method": "ωB97M-V/def2-TZVPD",
  "max_force_ev_per_a": 0.85,
  "relative_energy_ev": 4.654,
  "species": ["O", "O", "C", "C", "C", "C", "C", "H", "H", "H", "H", "H", "H", "H", "H", "H", "H"],
  "xyz": [[-0.3120, 0.8103, 0.7845], [-0.2008, -0.5732, -1.0379], [-2.3604, 0.2356, -0.4258], [2.0652, 0.2939, -0.7173], [-0.8780, 0.2132, -0.2869], [1.1248, -0.8180, -1.0505], [0.0488, -0.1426, 1.7954], [2.1656, 0.5238, 0.3513], [0.7507, -0.8866, 1.3976], [3.0569, 0.0190, -1.0901], [-2.7289, 1.2659, -0.4769], [-2.8452, -0.2373, 0.4412], [-0.8486, -0.6450, 2.1737], [-2.6657, -0.2950, -1.3300], [0.5180, 0.4273, 2.5980], [1.3408, -1.4307, -1.9192], [1.7688, 1.2396, -1.2071]]
}

=====

{
  "formula": "C5H10O2",
  "method": "ωB97M-V/def2-TZVPD",
  "max_force_ev_per_a": 3.87,
  "relative_energy_ev": 5.075,
  "species": ["O", "O", "C", "C", "C", "C", "C", "H", "H", "H", "H", "H", "H", "H", "H", "H", "H"],
  "xyz": [[-1.6496, -0.7980, -0.3600], [2.7992, -0.2425, 0.9020], [0.5866, 0.4337, 1.0645], [1.4844, -0.5245, 0.6505], [-1.8617, 0.5192, 0.0819], [-0.5462, -0.9661, -1.2374], [-0.4921, 1.1558, 0.3083], [-2.4058, 1.1299, -0.6651], [-2.4838, 0.4741, 0.9853], [-0.6193, 2.1604, 0.7255], [3.3268, -1.0480, 0.8784], [0.9031, 0.8917, 1.9939], [-0.7739, -0.4721, -2.1981], [1.2696, -1.5897, 0.5774], [-0.4922, -2.0501, -1.3623], [0.6732, -0.6464, -0.8612], [-0.0972, 1.2658, -0.7135]]
}

=====

{
  "formula": "C5H10O2",
  "method": "ωB97M-V/def2-TZVPD",
  "max_force_ev_per_a": 0.31,
  "relative_energy_ev": 2.357,
  "species": ["O", "O", "C", "C", "C", "C", "C", "H", "H", "H", "H", "H", "H", "H", "H", "H", "H"],
  "xyz": [[0.2768, 0.9812, -0.8738], [-1.7518, -0.2963, -0.5371], [1.0696, -0.9645, 0.4721], [0.9885, 1.3748, 1.4940], [-0.8627, 0.6732, -0.1202], [0.4632, 0.4171, 0.4505], [-1.4894, -1.0064, -1.7302], [-1.4157, 1.5485, 0.2285], [0.9918, 0.8812, 2.4726], [2.1627, -0.8985, 0.4409], [-0.7246, -1.7810, -1.6006], [-2.4302, -1.4961, -1.9883], [2.0113, 1.6927, 1.2675], [0.3569, 2.2659, 1.5576], [0.7474, -1.5599, -0.3818], [0.7929, -1.4946, 1.3886], [-1.1868, -0.3374, -2.5402]]
}

=====

{
  "formula": "C5H10O2",
  "method": "ωB97M-V/def2-TZVPD",
  "max_force_ev_per_a": 0.84,
  "relative_energy_ev": 2.176,
  "species": ["O", "O", "C", "C", "C", "C", "C", "H", "H", "H", "H", "H", "H", "H", "H", "H", "H"],
  "xyz": [[-1.2002, 1.5719, -0.4809], [0.3911, -0.3302, 1.3748], [1.4821, 0.2524, -0.6304], [-1.0992, 0.1519, -0.5236], [2.6380, -0.0861, -0.0726], [-2.2025, -0.4906, 0.3078], [0.2478, -0.3889, -0.0409], [1.4303, 0.9616, -1.4442], [3.6106, 0.2987, -0.2928], [-0.4083, 1.9477, -0.0854], [-2.0220, -0.3054, 1.3695], [-2.2512, -1.5765, 0.1463], [-1.2342, -0.1195, -1.5819], [2.7047, -0.8907, 0.6418], [0.8304, 0.5153, 1.5381], [0.2485, -1.4553, -0.2715], [-3.1659, -0.0563, 0.0460]]
}

=====

{
  "formula": "C5H10O2",
  "method": "ωB97M-V/def2-TZVPD",
  "max_force_ev_per_a": 2.76,
  "relative_energy_ev": 2.828,
  "species": ["O", "O", "C", "C", "C", "C", "C", "H", "H", "H", "H", "H", "H", "H", "H", "H", "H"],
  "xyz": [[0.3702, 0.9794, -2.8678], [-1.0960, -1.3184, -1.5325], [-0.4168, 0.1515, 0.2132], [0.2535, 1.9513, 1.7969], [-0.4439, -1.1989, -0.3480], [0.3329, 0.5760, 1.2307], [-0.0162, -2.2908, 0.3114], [-1.0728, 0.8004, -0.3711], [0.2951, -3.2742, 0.0021], [-0.0307, 0.8945, -1.9771], [0.7021, 0.0875, -3.0608], [0.7603, 2.6220, 1.0898], [0.5413, -2.1168, 1.2368], [0.5104, 2.0493, 2.8349], [-0.8024, 2.2236, 1.7235], [0.8918, -0.1329, 1.8412], [-0.7788, -2.0036, -2.1231]]
}

=====

{
  "formula": "C5H10O2",
  "method": "ωB97M-V/def2-TZVPD",
  "max_force_ev_per_a": 0.79,
  "relative_energy_ev": 4.772,
  "species": ["O", "O", "C", "C", "C", "C", "C", "H", "H", "H", "H", "H", "H", "H", "H", "H", "H"],
  "xyz": [[0.7968, -1.8598, -1.5414], [0.7320, 0.9240, -1.3132], [0.1042, -1.4737, -0.4248], [-0.3720, 0.6866, -0.4372], [0.2155, 0.1838, 0.8427], [0.6006, 1.3352, 1.8184], [-1.0675, -0.6038, -0.8298], [0.3459, 1.0907, 2.8590], [1.6073, 1.7566, 1.8113], [-0.3977, -0.4853, 1.4265], [-1.3288, -0.6675, -1.8882], [-1.9642, -0.7771, -0.2294], [0.3961, 0.9491, -2.2183], [-0.0536, -2.2918, 0.2841], [-0.0696, 2.1822, 1.5696], [1.4314, -2.5566, -1.3393], [-0.9762, 1.6075, -0.3899]]
}